Entry 1:
42
Properties=species:S:1:pos:R:3 method="wB97M-V/def2-TZVPD" total_charge=+2 gap_ev="4.4 / 4.4" e_above_lowest_kj_mol=33.2
I 0.905 1.855 3.203
I 2.160 -1.562 1.305
Sc -0.102 0.407 1.241
P 0.753 2.091 -0.842
C 1.851 1.927 -2.335
C -0.755 2.882 -1.603
H 1.016 3.913 0.866
H 1.607 4.331 -0.818
H 2.619 3.311 0.234
C 1.569 3.556 -0.033
H -1.545 3.071 -0.856
H -0.486 3.829 -2.112
H 2.103 2.914 -2.749
H 1.293 1.360 -3.088
H -1.103 2.207 -2.398
H 2.769 1.421 -2.017
C 0.246 -0.529 -0.891
O 0.643 -1.053 -1.874
Cl -2.242 0.256 2.374
C -1.203 -3.656 1.944
N -0.140 -3.588 0.888
C 0.795 -4.764 0.949
C -0.724 -3.463 -0.522
C -1.729 -2.344 -0.647
C -3.001 -2.725 -1.068
C -4.082 -1.844 -1.169
C -3.858 -0.495 -0.950
C -2.522 -0.120 -0.707
C -1.406 -0.965 -0.562
H -1.728 -4.612 1.775
H -1.915 -2.833 1.838
H -0.709 -3.634 2.922
H 0.491 -2.706 0.977
H 0.227 -5.693 0.743
H 1.571 -4.627 0.194
H 1.239 -4.778 1.937
H 0.122 -3.249 -1.197
H -1.140 -4.479 -0.709
H -3.094 -3.763 -1.397
H -5.022 -2.210 -1.607
H -4.670 0.240 -1.094
H -2.340 0.928 -0.517

---

Entry 2:
7
Properties=species:S:1:pos:R:3 method="wB97M-V/def2-TZVPD" total_charge=+2 gap_ev=6.1 e_above_lowest_kj_mol=120.2
Sn 2.049 2.143 -0.686
C -0.142 -0.639 -0.004
O -0.433 0.723 0.103
H 0.065 -1.023 0.995
H -1.017 -1.167 -0.384
H 0.649 -0.776 -0.741
H -1.171 0.739 0.718

---

Entry 3:
14
Properties=species:S:1:pos:R:3 method="wB97M-V/def2-TZVPD" gap_ev=9.4 e_above_lowest_kj_mol=298.7
O 1.533 2.089 -0.218
C 0.793 1.133 -0.064
C 1.316 -0.259 0.227
C 0.318 -1.382 -0.056
C -1.102 -1.245 0.077
C -1.535 0.176 0.082
N -0.561 1.240 -0.135
H 1.583 -0.291 1.293
H 2.256 -0.381 -0.321
H 0.737 -2.384 0.081
H -0.082 -1.426 -1.136
H -1.986 0.236 1.090
H -2.370 0.318 -0.616
H -0.898 2.177 -0.305

---

Entry 4:
30
Properties=species:S:1:pos:R:3 method="wB97M-V/def2-TZVPD" total_charge=+1 gap_ev=7.5 e_above_lowest_kj_mol=369.5 smiles="O=[PH2]c1cc(C(=O)OCCO)cc[n+]1P(=O)(O)O"
O 2.179 -2.778 1.818
P 2.662 -1.786 0.713
C 1.358 -0.420 0.584
C -0.004 -0.710 1.313
C -1.165 0.332 1.258
C -2.592 0.049 1.980
O -2.697 0.032 3.226
O -3.683 -0.194 1.080
C -3.336 -1.291 0.175
C -3.005 -0.829 -1.333
O -3.097 0.606 -1.548
C -0.901 1.645 0.446
C 0.490 1.830 -0.254
N 1.561 0.832 -0.173
P 3.043 1.208 -1.063
O 2.992 0.680 -2.516
O 3.110 2.928 -1.167
O 4.473 0.739 -0.286
H 2.654 -2.546 -0.515
H 3.959 -1.338 1.116
H -0.188 -1.693 1.877
H -4.279 -1.957 0.116
H -2.513 -1.964 0.629
H -3.718 -1.355 -2.080
H -1.946 -1.242 -1.573
H -2.460 0.795 -2.282
H -1.723 2.434 0.381
H 0.598 2.806 -0.863
H 3.412 3.236 -0.266
H 4.814 -0.049 -0.794